Density functional theory data (ωB97M-V with the def2-TZVPD basis set) for a 2-piece molecular cluster, C14H18N4O7Si overall in a non-equilibrium geometry.

multiplicity	1
Kohn-Sham gap	4.581	eV
SMILES string	O=[N+]([O-])c1cc([N+](=O)[O-])c2nonc2c1.CC1=C(O[Si](C)(C)C)OCC1
energy above the lowest of the compared OMol25 structures with the same formula, charge and spin	23.7	kcal per mole

Each line ends with the Mulliken charge.
Cartesian coordinates (Å):
Si1 2.18172 1.70748 -1.76577  0.34
O1 1.43245 -2.07313 -0.15986  -0.55
O2 0.92043 0.53197 -1.82638  -0.33
O3 2.53223 -1.33736 1.60439  -0.58
O4 -1.69492 -1.16857 6.16762  -0.53
O5 0.48378 -1.36002 5.95839  -0.56
O6 -3.99108 -2.59249 2.97227  -0.08
O7 -0.78432 2.02650 -1.73965  -0.47
N1 -0.67151 -1.32178 5.47085  0.89
N2 1.46981 -1.70609 1.04033  0.98
N3 -3.17220 -2.23753 4.01733  -0.33
N4 -3.42209 -2.33845 1.67692  -0.49
C1 -0.78195 -1.46033 4.03401  -0.47
C2 -2.29422 1.97211 -1.67738  -0.47
C3 -0.35917 0.77965 -1.81064  0.46
C4 -1.03750 -1.58745 -2.02381  -1.69
C5 -2.62944 0.49308 -1.56599  -0.41
C6 0.25069 -1.69448 1.82191  -0.73
C7 -1.00385 -1.87048 1.21309  0.14
C8 -2.16665 -1.88843 2.00978  -0.09
C9 2.21335 2.47289 -3.46120  -1.09
C10 -2.06145 -1.75515 3.41548  1.18
C11 3.63126 0.57505 -1.53193  -0.93
C12 -1.35627 -0.19956 -1.75379  1.04
C13 1.97263 2.91246 -0.37235  -0.99
C14 0.34443 -1.43150 3.21517  -0.39
H1 1.31769 -1.21763 3.63980  0.64
H2 4.50268 1.15610 -1.20307  0.35
H3 2.97769 3.31842 -0.15409  0.39
H4 1.30881 3.73292 -0.67630  0.27
H5 1.57229 2.44411 0.54573  0.32
H6 -3.40295 0.19182 -2.28167  0.27
H7 -0.13802 -1.88688 -1.45591  0.24
H8 -1.11825 -2.19592 0.18939  0.82
H9 -3.04847 0.27289 -0.57151  -0.01
H10 3.41763 -0.22054 -0.80406  0.23
H11 2.97497 3.27076 -3.48661  0.36
H12 -1.87229 -2.23888 -1.73209  0.45
H13 -2.66193 2.41008 -2.60376  0.25
H14 -2.60564 2.54099 -0.79883  0.30
H15 3.85152 0.11964 -2.50562  0.27
H16 1.23819 2.89253 -3.74393  0.31
H17 -0.80421 -1.73336 -3.08843  0.41
H18 2.48413 1.69452 -4.19786  0.28

Cartesian forces, eV/Å:
-0.5 -1.0 -0.3
-0.1 0.7 3.1
1.2 0.8 -0.1
-2.5 -0.7 -1.0
1.8 -0.3 -2.0
-2.1 0.1 -1.2
1.7 1.3 -1.3
-1.3 1.9 0.3
0.8 0.4 2.9
2.7 -0.1 -1.8
0.4 0.5 -2.3
1.6 0.0 3.0
0.3 -0.2 -1.8
1.3 -0.1 -0.1
-2.9 -3.6 0.6
0.3 -1.4 -0.1
-1.6 -0.3 0.4
-2.8 0.3 -0.3
1.8 -0.3 -0.3
-2.0 -0.8 0.4
0.2 0.2 -0.1
-0.7 -1.1 1.7
0.1 0.2 0.0
3.2 3.1 -0.3
0.0 0.2 0.2
-0.9 0.2 1.4
-0.1 -0.1 0.1
0.0 -0.3 -0.1
-0.4 0.0 0.0
0.2 -0.2 0.2
0.2 0.2 -0.4
0.0 0.1 -0.1
-0.5 0.0 -0.6
0.3 0.3 -0.1
-0.1 0.0 -0.1
0.1 0.3 -0.2
-0.3 -0.2 -0.2
0.2 -0.1 -0.3
0.1 0.2 0.1
0.2 0.1 -0.3
0.1 0.0 0.3
0.3 0.0 0.1
-0.2 -0.3 0.2
-0.1 0.4 0.3